Molecular formula: C7H7N3O2
Method: DFT, ωB97M-V/def2-TZVPD

Structure (XYZ):
```
19
Properties=species:S:1:pos:R:3
C 0.0190 -2.3247 1.1511
C -0.7594 -1.4344 1.8497
C 0.7362 -1.9710 0.0144
C -0.9152 -0.1355 1.4242
C 0.5933 -0.6848 -0.4168
C -0.2179 0.2620 0.2723
C 0.7133 0.8651 -2.0911
N 1.4021 -0.0930 -1.4664
N -0.2503 1.4482 -0.3052
N -0.9486 2.5738 -0.1028
O -1.8173 2.5604 0.7192
O -0.5713 3.4982 -0.7737
H 0.1805 -3.2709 1.4473
H -1.2912 -1.6670 2.6901
H 1.3451 -2.6122 -0.4466
H -1.4408 0.5629 1.9347
H 1.2002 1.8526 -2.4584
H -0.2826 0.6501 -2.3825
H 2.3050 -0.0799 -1.0595
```

Output
largest force on an atom	4.322	eV/Å
energy	-15931.784	eV
net charge	0

---

Molecular formula: C7H7NO
Method: DFT, ωB97M-V/def2-TZVPD

Structure (XYZ):
```
16
Properties=species:S:1:pos:R:3
C 2.4171 1.0116 0.0380
C 1.8242 -0.4414 -0.0949
O 2.3326 -1.5055 -0.0407
C 0.3077 -0.2265 -0.1011
C -0.3467 -1.3573 -0.2130
C -1.8102 -1.3230 -0.0081
C -2.4290 -0.1264 -0.0306
C -1.5486 1.0324 -0.1372
N -0.1940 1.0333 -0.0625
H 1.7630 1.8321 -0.5786
H 1.8551 1.2674 1.0067
H 3.4787 1.0388 -0.1935
H 0.2382 -2.2184 0.0453
H -2.3631 -2.2167 0.1923
H -3.5132 0.0976 0.4402
H -2.0118 2.1018 -0.2623
```

Output
SMILES	CC(=O)c1ccccn1
largest force on an atom	5.373	eV/Å
energy	-10907.724	eV
net charge	0

---

Molecular formula: C7H7NO2S
Method: DFT, ωB97M-V/def2-TZVPD

Structure (XYZ):
```
18
Properties=species:S:1:pos:R:3
C 2.8956 0.1148 -0.9072
C 2.2233 -1.0946 -0.9454
C 2.1606 1.3154 -0.6121
C 0.8320 -1.1633 -0.7307
C 0.8153 1.2074 -0.3310
C 0.1168 -0.0465 -0.3249
C -1.3583 -0.1255 0.0001
N -2.2024 0.5550 0.6483
O -3.3054 0.1604 3.0670
O -4.1027 -1.3347 1.2628
S -4.0103 0.0217 1.7495
H 3.9825 0.0640 -1.1879
H 2.6812 -2.0750 -1.0368
H 2.4868 2.3562 -0.4945
H 0.3203 -2.2080 -0.7647
H 0.1411 1.9790 -0.0699
H -1.8813 -1.0334 -0.5093
H -1.7952 1.3072 1.1867
```

Output
largest force on an atom	3.652	eV/Å
energy	-23791.185	eV
net charge	0

---

Molecular formula: C7H7NO2S
Method: DFT, ωB97M-V/def2-TZVPD

Structure (XYZ):
```
18
Properties=species:S:1:pos:R:3
C 2.5426 -0.4492 0.6417
C 2.5688 0.6271 -0.2319
C 1.3329 -1.0217 0.9877
C 1.3943 1.1331 -0.7491
C 0.1464 -0.5284 0.4723
C 0.1776 0.5524 -0.3976
C -2.5455 -1.2186 -0.8670
N -2.1937 0.8724 -0.5253
O -3.3638 -1.7225 -0.2039
O -0.9318 1.1012 -0.9955
S -2.4529 1.1146 1.1189
H 3.4645 -0.8364 1.0477
H 3.5069 1.0840 -0.5097
H 1.3054 -1.8613 1.6656
H 1.3911 1.9739 -1.4231
H -0.7933 -0.9900 0.7378
H -1.9118 -1.5354 -1.6884
H -3.6376 1.7049 0.9197
```

Output
largest force on an atom	4.192	eV/Å
energy	-23788.102	eV
net charge	0

---

Molecular formula: C7H7NO2S4W
Method: DFT, ωB97M-V/def2-TZVPD

Structure (XYZ):
```
22
Properties=species:S:1:pos:R:3
W 1.0158 1.2355 0.4258
S 1.6926 2.6626 4.7457
C 1.4827 2.2075 3.2211
S 0.0673 2.4575 2.1760
S 2.5658 1.2466 2.1907
O 0.1706 -0.4682 1.0478
N -0.4875 -1.3728 0.3344
C -1.0911 -2.3845 1.0071
C -1.7613 -3.3515 0.3193
C -1.8101 -3.2790 -1.0804
C -1.1938 -2.2437 -1.7392
C -0.5126 -1.2516 -1.0252
S 0.2835 0.0974 -1.7056
H -0.9822 -2.3311 2.0794
H -2.2411 -4.1516 0.8606
H -2.3361 -4.0373 -1.6430
H -1.2183 -2.1610 -2.8152
C 1.2575 3.4662 -1.7259
O 1.5679 2.5536 -0.7130
H 2.1502 4.0430 -1.9753
H 0.4693 4.1371 -1.3729
H 0.9110 2.9253 -2.6122
```

Output
largest force on an atom	0.679	eV/Å
energy	-58124.040	eV
net charge	0

---

Molecular formula: C7H7NO3S2
Method: DFT, ωB97M-V/def2-TZVPD

Structure (XYZ):
```
20
Properties=species:S:1:pos:R:3
C -1.1303 2.3236 0.1956
S 0.5411 2.3217 -0.5468
O 1.3989 3.1376 0.2431
O 0.4020 2.6582 -1.9610
N 1.1363 0.7390 -0.5407
C 1.5859 0.1321 0.6579
O 2.3174 0.8601 1.5353
C 1.3991 -1.2281 0.7445
C 0.7011 -1.6163 -0.4871
C 0.2524 -2.7561 -1.1773
C -0.4213 -2.3825 -2.2959
S -0.3480 -0.6885 -2.6613
C 0.5011 -0.4430 -1.1770
H -1.0569 2.4982 1.3120
H -1.6733 3.2013 -0.2722
H -1.5345 1.4222 0.1056
H 2.4402 1.7417 1.1109
H 1.6381 -1.9753 1.5325
H 0.4814 -3.7096 -0.7460
H -0.8562 -3.0246 -2.9184
```

Output
SMILES	CS(=O)(=O)n1c(O)cc2ccsc21
largest force on an atom	5.372	eV/Å
energy	-36673.342	eV
net charge	0